Entry 1:
This record from OMol25 describes a structure of composition C46H56AlGeNO6S2SeSi. The level of theory is wB97M-V/def2-TZVPD.

The geometry in ORCA input format:
```
! RIJCOSX wB97M-V def2-TZVPD def2/J DEFGRID3
* xyz 0 1
Al -0.345 0.748 -0.416
C 3.400 -2.275 2.413
C 1.983 -2.255 1.847
C 1.904 -3.167 0.632
C 0.987 -2.646 2.926
O 1.597 -0.933 1.394
Si 2.508 0.421 1.286
S 1.214 1.945 0.581
O 3.175 0.869 2.703
C 2.711 1.533 3.891
C 1.283 1.114 4.219
C 2.808 3.036 3.672
C 3.661 1.092 4.993
O 3.734 0.060 0.273
C 4.961 0.689 -0.110
C 5.860 0.876 1.106
C 5.607 -0.270 -1.099
C 4.660 2.028 -0.771
H 3.608 -3.276 2.795
H 3.507 -1.565 3.236
H 4.136 -2.033 1.646
H 2.195 -4.184 0.901
H 2.591 -2.801 -0.136
H 0.893 -3.195 0.231
H 1.094 -3.703 3.176
H -0.032 -2.479 2.585
H 1.161 -2.059 3.831
H 0.593 1.430 3.437
H 0.972 1.570 5.160
H 1.218 0.030 4.322
H 2.164 3.349 2.849
H 3.838 3.317 3.440
H 2.499 3.568 4.574
H 3.597 0.012 5.137
H 3.410 1.584 5.934
H 4.688 1.345 4.726
H 6.022 -0.080 1.607
H 5.411 1.562 1.824
H 6.826 1.276 0.792
H 5.820 -1.223 -0.612
H 6.543 0.143 -1.481
H 4.934 -0.454 -1.938
H 4.183 2.713 -0.067
H 3.980 1.888 -1.614
H 5.582 2.488 -1.132
Se -2.148 -1.013 -0.382
C -2.013 -2.442 0.748
N -2.008 -3.405 1.383
O 0.727 -0.290 -1.552
S 0.546 -1.623 -2.282
C 2.031 -1.648 -3.258
C 2.478 -2.881 -3.706
C 3.625 -2.934 -4.486
C 4.308 -1.765 -4.793
C 3.854 -0.539 -4.319
C 2.709 -0.473 -3.543
C -0.672 -1.375 -3.549
C -1.582 -2.408 -3.722
C -2.557 -2.283 -4.700
C -2.624 -1.124 -5.463
C -1.722 -0.087 -5.254
C -0.734 -0.207 -4.291
H 1.945 -3.787 -3.441
H 3.992 -3.888 -4.840
H 5.206 -1.809 -5.394
H 4.404 0.366 -4.541
H 2.358 0.465 -3.132
H -1.544 -3.281 -3.082
H -3.274 -3.079 -4.850
H -3.395 -1.021 -6.216
H -1.789 0.820 -5.840
H -0.042 0.605 -4.107
O -1.923 2.037 0.101
C -2.036 2.220 -1.131
O -1.159 1.622 -1.872
C -3.108 3.047 -1.759
C -4.048 3.754 -0.782
Ge -5.497 2.650 -0.046
C -5.052 1.488 1.444
C -5.689 0.253 1.568
C -5.410 -0.587 2.638
C -4.492 -0.199 3.602
C -3.863 1.034 3.500
C -4.142 1.870 2.428
C -6.927 3.862 0.501
C -8.146 3.330 0.929
C -9.180 4.157 1.343
C -9.008 5.536 1.343
C -7.803 6.080 0.928
C -6.771 5.246 0.510
C -6.164 1.561 -1.525
C -5.549 0.353 -1.864
C -5.986 -0.385 -2.958
C -7.045 0.075 -3.729
C -7.665 1.274 -3.405
C -7.225 2.011 -2.312
H -3.653 2.376 -2.430
H -2.594 3.757 -2.412
H -4.569 4.543 -1.328
H -3.485 4.231 0.022
H -6.397 -0.071 0.813
H -5.892 -1.554 2.709
H -4.252 -0.867 4.419
H -3.144 1.340 4.250
H -3.625 2.819 2.352
H -8.291 2.255 0.942
H -10.119 3.728 1.669
H -9.813 6.183 1.667
H -7.664 7.154 0.928
H -5.835 5.690 0.191
H -4.725 -0.026 -1.266
H -5.500 -1.323 -3.200
H -7.391 -0.502 -4.578
H -8.494 1.633 -4.001
H -7.721 2.944 -2.067
*
```

Calculated values
Energy ... -220403.969 eV
HOMO energy ... -8.354 eV
LUMO ... -0.13 eV

---

Entry 2:
This record from OMol25 describes a cluster of 7 separate species, C45H109N7O13 in total. The level of theory is wB97M-V/def2-TZVPD.

The geometry in ORCA input format:
```
! RIJCOSX wB97M-V def2-TZVPD def2/J DEFGRID3
* xyz 0 1
C 1.087 -0.012 -1.599
C 1.999 0.163 -0.383
C 2.416 -1.225 0.121
C 3.319 0.810 -0.750
C 3.251 2.335 -0.856
C 2.726 2.923 0.450
C 1.399 2.319 0.921
C 1.286 2.640 2.368
C 0.275 2.979 0.110
N 1.344 0.886 0.701
O 0.417 0.159 1.434
H 0.043 -0.267 -1.397
H 1.103 0.864 -2.256
H 1.449 -0.853 -2.205
H 2.982 -1.766 -0.638
H 3.075 -1.124 0.987
H 1.574 -1.831 0.458
H 4.192 0.421 -0.236
H 3.530 0.608 -1.815
H 4.285 2.667 -1.005
H 2.714 2.724 -1.723
H 2.628 3.999 0.296
H 3.475 2.760 1.232
H 2.109 2.174 2.919
H 0.405 2.190 2.830
H 1.349 3.712 2.553
H 0.178 4.033 0.413
H -0.697 2.629 0.470
H 0.328 2.865 -0.968
H -0.408 0.228 0.920
C 2.740 -2.491 3.927
O 3.327 -3.784 3.943
C 2.713 -4.704 3.136
C 1.327 -5.137 3.639
N 1.347 -5.382 5.065
C 2.192 -6.546 5.358
C 2.063 -6.917 6.815
O 0.709 -7.145 7.103
C 0.432 -7.384 8.476
H 3.511 -1.730 4.036
H 2.080 -2.440 4.798
H 2.220 -2.352 2.975
H 3.341 -5.588 2.989
H 2.585 -4.391 2.082
H 1.076 -6.081 3.123
H 0.625 -4.376 3.294
H 0.458 -5.761 5.379
H 3.250 -6.453 5.118
H 1.814 -7.393 4.756
H 2.441 -6.076 7.418
H 2.674 -7.799 7.049
H 1.078 -8.162 8.901
H -0.602 -7.711 8.499
H 0.625 -6.461 9.036
C -2.296 0.713 -4.030
O -2.951 -0.490 -3.679
C -2.181 -1.682 -3.502
C -3.211 -2.636 -2.995
N -4.041 -3.121 -4.133
C -5.282 -3.716 -3.656
C -5.086 -4.906 -2.742
O -5.068 -4.450 -1.397
C -5.160 -5.520 -0.461
H -1.662 1.101 -3.213
H -3.147 1.394 -3.990
H -1.645 0.622 -4.903
H -1.424 -1.465 -2.743
H -1.762 -1.967 -4.471
H -3.845 -2.232 -2.193
H -2.762 -3.518 -2.521
H -4.255 -2.231 -4.581
H -5.866 -4.080 -4.504
H -5.875 -2.962 -3.119
H -4.177 -5.455 -3.018
H -5.942 -5.584 -2.839
H -4.463 -5.283 0.343
H -4.812 -6.467 -0.881
H -6.166 -5.593 -0.045
C -2.033 9.874 -3.552
O -1.535 8.547 -3.423
C -0.232 8.385 -3.919
C -0.072 7.018 -4.566
N -0.436 5.964 -3.586
C -0.677 4.668 -4.187
C -2.003 4.546 -4.918
O -3.020 4.564 -3.962
C -4.316 4.675 -4.472
H -1.234 10.583 -3.314
H -2.850 9.996 -2.844
H -2.411 10.073 -4.560
H 0.505 8.618 -3.145
H 0.034 9.021 -4.782
H 0.993 6.890 -4.785
H -0.691 6.928 -5.463
H -1.272 6.334 -3.140
H -0.743 3.889 -3.418
H 0.146 4.471 -4.876
H -2.101 3.665 -5.564
H -2.112 5.431 -5.567
H -5.002 4.446 -3.657
H -4.543 3.949 -5.267
H -4.510 5.675 -4.880
C 2.516 -4.536 -1.760
O 1.801 -5.189 -0.758
C 0.763 -6.034 -1.187
C 0.208 -6.655 0.090
N 1.166 -7.598 0.652
C 1.322 -8.869 -0.070
C 2.457 -9.632 0.575
O 3.656 -8.931 0.645
C 4.183 -8.565 -0.632
H 1.872 -3.843 -2.308
H 3.080 -5.243 -2.388
H 3.341 -3.998 -1.287
H 1.069 -6.739 -1.965
H -0.031 -5.351 -1.549
H -0.742 -7.178 0.035
H 0.083 -5.764 0.713
H 2.072 -7.158 0.764
H 1.509 -8.634 -1.128
H 0.366 -9.390 0.011
H 2.531 -10.600 0.040
H 2.184 -9.993 1.568
H 4.171 -9.402 -1.337
H 5.226 -8.341 -0.420
H 3.612 -7.726 -1.033
C -2.826 2.988 -1.368
O -2.726 1.923 -0.454
C -3.854 1.866 0.396
C -3.752 0.775 1.420
N -4.006 -0.564 0.864
C -3.507 -1.580 1.778
C -3.459 -2.993 1.202
O -2.211 -3.617 1.361
C -1.250 -3.068 0.484
H -3.715 3.000 -2.008
H -2.010 2.886 -2.081
H -2.690 3.971 -0.898
H -4.771 1.682 -0.181
H -3.931 2.838 0.904
H -4.498 0.925 2.203
H -2.757 0.795 1.897
H -3.464 -0.691 0.009
H -4.168 -1.617 2.660
H -2.563 -1.332 2.294
H -3.661 -2.968 0.110
H -4.309 -3.608 1.500
H -1.220 -1.980 0.599
H -1.518 -3.419 -0.521
H -0.262 -3.458 0.730
C 5.356 7.022 4.229
O 3.951 7.071 4.145
C 3.523 6.469 2.934
C 2.020 6.628 2.888
N 1.432 6.334 1.607
C 1.696 7.202 0.455
C 1.392 8.671 0.669
O 1.970 9.360 -0.445
C 1.202 10.436 -0.896
H 5.625 7.545 5.143
H 5.856 7.563 3.408
H 5.750 6.004 4.134
H 3.772 5.406 2.975
H 3.934 7.009 2.076
H 1.747 7.646 3.214
H 1.525 6.031 3.659
H 0.517 5.923 1.575
H 1.099 6.820 -0.371
H 2.743 7.027 0.186
H 1.689 9.038 1.650
H 0.310 8.773 0.509
H 1.050 11.202 -0.122
H 0.181 10.142 -1.189
H 1.713 10.863 -1.755
*
```

Calculated values
Energy ... -85469.659 eV
HOMO energy ... -7.677 eV
LUMO ... 0.63 eV

---

Question: What is the formula in the second record?
Answer: C45H109N7O13

---

Question: Which of these has the highest energy?
Answer: C45H109N7O13

---

Question: Which of these has the highest HOMO energy?
Answer: C45H109N7O13